# C30H43DyF5OP2

A structure of composition C30H43DyF5OP2 (ωB97M-V/def2-TZVPD, the OMol25 dataset).

Structure (XYZ):
```
82
Properties=species:S:1:pos:R:3:forces:R:3
Dy -1.40354 1.20068 2.39908 -0.79 -2.28 -1.59
C 0.91279 0.79506 4.18049 1.94 -0.12 -0.87
C 1.74642 1.07570 3.07819 -0.94 -0.79 0.97
C 0.19534 2.77839 3.22470 -0.50 -0.15 0.64
C -0.00640 1.88709 4.31684 -0.25 1.55 -0.73
C 1.22236 2.21192 2.40060 0.61 0.83 0.99
C 1.06493 -0.33217 5.12499 0.04 -0.54 0.07
H 1.59395 -1.16089 4.63601 -0.06 0.23 0.22
H 0.08993 -0.71411 5.43413 0.18 0.14 0.06
H 1.62595 -0.05308 6.03225 -0.16 -0.01 -0.27
C -1.13400 1.97655 5.26416 -0.47 0.16 0.77
H -0.87861 1.48304 6.21312 -0.23 0.06 -0.31
H -2.04833 1.44772 4.87871 0.56 0.39 0.51
H -1.39259 3.02359 5.48228 0.02 -0.33 -0.11
C -0.83949 3.77476 2.80987 -0.22 0.48 0.07
H -1.05977 4.46040 3.63459 -0.06 0.03 -0.33
H -1.88803 3.34191 2.53469 1.00 0.75 0.34
H -0.50984 4.33078 1.92850 -0.19 0.11 0.20
C 1.80456 2.80553 1.18824 0.13 -0.03 -0.52
H 2.74481 3.34090 1.42250 -0.32 -0.23 -0.02
H 1.12510 3.51971 0.72485 0.08 0.09 -0.07
H 2.04272 2.02093 0.45297 0.05 0.24 0.17
C 3.00962 0.38314 2.73256 0.40 -0.35 -0.33
H 3.88940 1.00724 2.96594 -0.34 -0.10 -0.05
H 3.04494 0.15265 1.66087 0.05 0.06 0.19
H 3.12988 -0.55618 3.28746 -0.08 0.27 -0.17
C 0.31654 -2.13223 0.33316 -0.44 0.62 0.80
C 1.44125 -2.39992 1.00329 -0.33 -0.36 0.41
C 2.85712 -2.41727 0.52042 0.28 0.03 -0.43
C 3.08714 -1.79223 -0.88149 0.56 -0.78 0.94
C 2.84254 -0.31842 -1.02172 0.39 0.26 -0.38
C 1.74096 0.33231 -1.40536 -0.17 0.09 0.02
C 0.30741 -0.07451 -1.23960 -0.08 -0.52 -0.83
C 0.08494 -1.59326 -1.05080 -0.61 -0.08 -0.15
H 3.24403 -3.45591 0.47687 -0.33 0.38 0.16
H 2.57395 -2.40162 -1.63905 0.03 0.41 0.27
H 3.48029 -1.90726 1.27479 -0.09 -0.19 -0.33
H 0.62949 -2.17202 -1.79689 -0.11 0.27 0.15
H -0.63152 -2.20812 0.89833 0.57 -0.11 -0.07
H 1.31626 -2.70242 2.05906 0.04 0.08 -0.55
H -0.97615 -1.76885 -1.27042 0.21 -0.08 0.02
H -0.12621 0.48074 -0.37980 0.18 -0.12 -0.01
H 1.88450 1.25782 -1.96041 -0.01 0.51 0.80
H -0.27072 0.27662 -2.13238 0.46 -0.25 0.82
H 4.16023 -1.94210 -1.09010 -0.36 0.08 -0.02
H 3.75561 0.28462 -0.90927 -0.22 -0.22 -0.69
P -0.62708 -0.43805 -4.32014 0.30 -0.83 -1.36
P -0.66546 2.36883 -5.30791 -0.17 0.51 -1.44
C -0.82448 -0.28819 -6.18530 -0.08 -0.07 0.16
C -1.27605 1.11416 -6.56630 -0.23 0.31 0.45
H -1.55242 -1.04176 -6.51808 0.31 0.07 -0.05
H 0.14508 -0.51745 -6.65220 -0.32 0.09 0.18
H -0.89700 1.41267 -7.55355 -0.19 -0.07 0.19
H -2.37238 1.19507 -6.58829 0.20 -0.07 -0.01
C -1.31981 3.79808 -6.27383 0.03 0.23 0.12
H -0.95187 4.72778 -5.82662 -0.15 -0.03 -0.17
H -2.41434 3.78690 -6.22670 0.17 0.12 -0.03
H -1.00047 3.74108 -7.32356 -0.11 0.11 0.22
C 1.05433 2.46356 -5.99557 0.10 0.04 0.39
H 1.03842 2.42441 -7.09252 0.02 0.01 0.24
H 1.67828 1.65158 -5.60815 0.00 0.11 -0.07
H 1.48892 3.41843 -5.67782 0.07 -0.20 -0.07
C -2.19099 -1.37737 -4.02123 0.12 -0.06 0.20
H -2.24332 -1.70066 -2.97194 -0.14 0.02 -0.35
H -2.23976 -2.24899 -4.69198 -0.12 0.23 0.28
H -3.03399 -0.69803 -4.22377 0.22 -0.28 0.07
C 0.66132 -1.77005 -4.43993 -0.10 -0.22 0.25
H 1.37279 -1.48219 -5.22632 -0.22 -0.14 0.24
H 0.18778 -2.73118 -4.69410 0.35 0.17 0.04
H 1.22772 -1.85738 -3.50695 -0.10 -0.11 -0.32
F -3.66353 -5.20569 5.68030 -0.01 0.71 -0.31
C -3.33757 -4.00371 5.17011 0.20 -0.34 0.48
C -2.74326 -3.04665 5.99962 -0.40 -0.81 0.25
F -2.58620 -3.28697 7.31532 -0.11 0.08 -0.84
C -2.33708 -1.84582 5.47022 0.17 0.99 -0.38
F -1.86216 -0.89903 6.34393 -0.29 -0.64 -0.87
C -2.44235 -1.56622 4.08586 -0.28 -0.33 -0.14
O -1.99809 -0.43186 3.53232 -0.53 -0.91 0.53
C -3.08721 -2.55152 3.28170 0.52 1.14 -0.02
F -3.26828 -2.28901 1.95616 0.18 -0.16 0.93
C -3.53986 -3.73430 3.81764 -0.43 -0.79 -0.06
F -4.17933 -4.63763 3.04240 0.57 0.61 0.54
```
Positions in Å, forces in eV/Å.

The charge is +1. For the relative energy (zero: lowest compared OMol25 entry of this formula, charge and spin), the calculation gives 44.4 kcal per mole. The gap between HOMO and LUMO (spin up / spin down) comes out at 3.6490 / 5.8716 eV. The LUMO energy (spin up / spin down) is -5.9899 / -3.7684 eV. The HOMO energy (spin up / spin down) comes out at -0.3542 / -0.3543 Ha. The multiplicity is 6.

Charges obtained by Löwdin population analysis, quoted in units of e: number 1, Dy, carries 1.579; number 2, C, carries -0.192; number 3, C, carries -0.186; number 4, C, carries -0.363; number 5, C, carries -0.296; number 6, C, carries -0.229; number 7, C, carries 0.010; number 8, H, carries 0.090; number 9, H, carries 0.067; number 10, H, carries 0.119; number 11, C, carries -0.025; number 12, H, carries 0.108; number 13, H, carries 0.083; number 14, H, carries 0.105; number 15, C, carries -0.086; number 16, H, carries 0.105; number 17, H, carries 0.048; number 18, H, carries 0.092; number 19, C, carries 0.010; number 20, H, carries 0.128; number 21, H, carries 0.085; number 22, H, carries 0.070; number 23, C, carries -0.008; number 24, H, carries 0.112; number 25, H, carries 0.062; number 26, H, carries 0.085; number 27, C, carries -0.093; number 28, C, carries -0.109; number 29, C, carries -0.187; number 30, C, carries -0.182; number 31, C, carries -0.110; number 32, C, carries -0.134; number 33, C, carries -0.216; number 34, C, carries -0.202; number 35, H, carries 0.126; number 36, H, carries 0.104; number 37, H, carries 0.092; number 38, H, carries 0.076; number 39, H, carries 0.095; number 40, H, carries 0.108; number 41, H, carries 0.092; number 42, H, carries 0.073; number 43, H, carries 0.110; number 44, H, carries 0.025; number 45, H, carries 0.118; number 46, H, carries 0.113; number 47, P, carries 0.825; number 48, P, carries 0.771; number 49, C, carries -0.427; number 50, C, carries -0.458; number 51, H, carries 0.075; number 52, H, carries 0.071; number 53, H, carries 0.074; number 54, H, carries 0.076; number 55, C, carries -0.341; number 56, H, carries 0.029; number 57, H, carries 0.032; number 58, H, carries 0.039; number 59, C, carries -0.313; number 60, H, carries 0.042; number 61, H, carries 0.023; number 62, H, carries 0.033; number 63, C, carries -0.279; number 64, H, carries 0.015; number 65, H, carries 0.044; number 66, H, carries 0.045; number 67, C, carries -0.266; number 68, H, carries 0.038; number 69, H, carries 0.053; number 70, H, carries -0.006; number 71, F, carries 0.123; number 72, C, carries -0.118; number 73, C, carries -0.130; number 74, F, carries 0.126; number 75, C, carries -0.116; number 76, F, carries 0.066; number 77, C, carries -0.222; number 78, O, carries -0.349; number 79, C, carries -0.119; number 80, F, carries 0.079; number 81, C, carries -0.126; number 82, F, carries 0.121


# C30H43F5OP2Sc

A structure of composition C30H43F5OP2Sc (ωB97M-V/def2-TZVPD, the OMol25 dataset).

Structure (XYZ):
```
82
Properties=species:S:1:pos:R:3:forces:R:3
Sc 0.67809 1.74826 0.59187 0.43 -2.39 -0.11
C 1.06007 0.88599 3.16868 0.39 1.01 -0.34
C 2.17707 1.45869 2.49426 -0.69 0.49 0.40
C 0.44143 2.99988 2.45611 0.80 -0.64 0.52
C -0.01485 1.81081 3.09606 0.55 0.39 -0.29
C 1.83589 2.80213 2.10849 -1.09 -0.70 1.00
C 1.08354 -0.26757 4.10841 -0.37 -0.84 0.09
H 1.94857 -0.91890 3.96794 0.05 0.17 0.03
H 0.19584 -0.90725 3.99651 0.40 0.40 0.04
H 1.07504 0.07065 5.16343 0.12 0.06 -0.51
C -1.30531 1.63071 3.80982 -0.52 -0.22 0.11
H -1.61688 0.58081 3.79639 0.03 0.25 -0.02
H -2.09693 2.23074 3.35710 -0.04 -0.04 0.11
H -1.23063 1.92382 4.86895 0.08 0.02 -0.29
C -0.43847 4.10793 2.02005 -0.29 0.64 0.19
H -0.36303 4.98480 2.67577 0.04 -0.03 -0.20
H -1.49143 3.80566 2.01859 0.20 0.07 -0.07
H -0.17206 4.44767 1.01220 -0.14 0.23 -0.10
C 2.60019 3.58769 1.11050 0.50 0.32 -0.31
H 3.36412 4.20353 1.60161 -0.09 0.05 -0.32
H 1.96153 4.26109 0.51800 0.15 0.07 0.13
H 3.14438 2.93013 0.40470 -0.04 0.17 0.14
C 3.53094 0.85920 2.40508 0.78 -0.01 -0.04
H 4.23347 1.47181 2.99520 -0.08 -0.34 -0.19
H 3.90727 0.83248 1.37083 0.02 0.02 0.30
H 3.55907 -0.17102 2.78849 -0.02 0.42 -0.09
C -0.49409 -1.75870 0.80220 0.43 0.48 0.62
C 0.62987 -2.26855 1.34012 -0.31 0.87 0.38
C 2.04986 -2.26880 0.83419 0.10 -0.69 -0.72
C 2.29653 -1.64666 -0.56689 -0.13 -0.91 0.99
C 2.07941 -0.17001 -0.73124 0.18 0.69 0.11
C 0.97966 0.40988 -1.33625 -0.34 1.32 0.65
C -0.47171 0.16005 -0.97031 -0.10 -1.56 -1.61
C -0.76620 -1.33845 -0.62333 -0.52 0.34 0.04
H 2.40711 -3.32054 0.80862 -0.01 0.53 0.05
H 1.70429 -2.19105 -1.31955 0.29 0.27 0.38
H 2.69899 -1.73607 1.55582 -0.44 -0.29 -0.12
H -0.20870 -1.96013 -1.33167 -0.41 0.14 0.09
H -1.31616 -1.51654 1.50598 0.45 -0.77 -0.57
H 0.55776 -2.59615 2.38666 -0.03 0.29 -0.35
H -1.85434 -1.50893 -0.76194 0.64 0.03 -0.18
H -0.98295 0.75702 -0.15599 0.27 0.24 0.40
H 1.15989 1.14531 -2.14077 -0.23 0.30 0.70
H -1.06339 0.47191 -1.85065 0.15 -0.16 0.47
H 3.35340 -1.84398 -0.81827 -0.37 0.16 0.07
H 3.00553 0.42245 -0.60801 -0.33 -0.29 -0.99
P -0.34246 -0.56108 -3.97340 0.12 -0.89 -1.83
P -0.31824 2.32071 -4.82615 -0.37 -0.04 -1.72
C -0.42017 -0.29735 -5.83720 -0.12 -0.13 0.42
C -0.93555 1.09970 -6.13420 0.03 0.10 0.37
H -1.10914 -1.05987 -6.23202 0.41 0.13 -0.09
H 0.58701 -0.50212 -6.24836 -0.52 0.40 0.10
H -0.57820 1.40984 -7.12384 -0.19 0.25 0.19
H -2.03616 1.15613 -6.14974 0.31 -0.18 0.07
C -1.14724 3.72227 -5.67613 0.24 0.40 0.27
H -0.82941 4.65058 -5.19556 -0.23 0.11 -0.16
H -2.22873 3.59769 -5.56172 0.15 0.15 0.01
H -0.89960 3.75706 -6.74086 -0.03 0.04 0.11
C 1.37023 2.45668 -5.58215 0.02 0.26 0.38
H 1.31126 2.45115 -6.68008 0.04 0.03 0.33
H 2.00124 1.62372 -5.24293 -0.06 0.26 -0.09
H 1.80202 3.40915 -5.24470 0.15 -0.31 -0.13
C -2.03768 -1.30844 -3.93254 0.01 -0.12 0.35
H -2.26603 -1.76888 -2.96401 -0.06 0.11 -0.24
H -2.10373 -2.06260 -4.72567 -0.09 0.06 0.26
H -2.77413 -0.52037 -4.14114 0.14 -0.16 0.12
C 0.73085 -2.03594 -4.20393 -0.01 -0.42 0.25
H 1.54422 -1.75760 -4.89001 -0.18 -0.13 0.34
H 0.14203 -2.83905 -4.66201 0.27 -0.03 0.06
H 1.17064 -2.38171 -3.26808 -0.02 -0.16 -0.12
F -4.18345 -5.51165 6.54001 0.54 1.04 -0.60
C -3.55952 -4.55242 5.84202 -0.59 -1.14 0.31
C -2.84376 -3.55483 6.50067 0.38 0.77 1.46
F -2.85051 -3.51173 7.85326 0.03 -0.22 -1.20
C -2.15194 -2.60400 5.79059 0.48 0.62 0.77
F -1.41214 -1.66306 6.41956 -0.93 -1.01 -0.61
C -2.18439 -2.57696 4.35181 0.77 0.84 -0.79
O -1.60184 -1.69491 3.67022 -0.89 -0.98 0.86
C -2.90921 -3.64503 3.72073 -0.35 -0.67 -1.06
F -2.88407 -3.70187 2.37234 -0.16 0.08 1.37
C -3.58942 -4.59832 4.44284 -0.36 -0.28 -1.03
F -4.29447 -5.55663 3.80865 0.62 0.67 0.66
```
Positions in Å, forces in eV/Å.

The charge is +1. For the relative energy (zero: lowest compared OMol25 entry of this formula, charge and spin), the calculation gives 0.0 kcal per mole. The gap between HOMO and LUMO (spin up / spin down) comes out at 6.9745 / 4.1152 eV. The LUMO energy (spin up / spin down) is -3.2114 / -5.1324 eV. The HOMO energy (spin up / spin down) comes out at -0.3743 / -0.3398 Ha.

Charges obtained by Löwdin population analysis, quoted in units of e: number 1, Sc, carries 1.070; number 2, C, carries -0.202; number 3, C, carries -0.275; number 4, C, carries -0.318; number 5, C, carries -0.245; number 6, C, carries -0.327; number 7, C, carries -0.017; number 8, H, carries 0.076; number 9, H, carries 0.044; number 10, H, carries 0.113; number 11, C, carries -0.013; number 12, H, carries 0.063; number 13, H, carries 0.077; number 14, H, carries 0.107; number 15, C, carries -0.039; number 16, H, carries 0.106; number 17, H, carries 0.084; number 18, H, carries 0.072; number 19, C, carries -0.038; number 20, H, carries 0.114; number 21, H, carries 0.086; number 22, H, carries 0.091; number 23, C, carries -0.030; number 24, H, carries 0.105; number 25, H, carries 0.071; number 26, H, carries 0.072; number 27, C, carries -0.096; number 28, C, carries -0.091; number 29, C, carries -0.160; number 30, C, carries -0.173; number 31, C, carries -0.123; number 32, C, carries -0.285; number 33, C, carries -0.281; number 34, C, carries -0.176; number 35, H, carries 0.125; number 36, H, carries 0.085; number 37, H, carries 0.097; number 38, H, carries 0.092; number 39, H, carries 0.094; number 40, H, carries 0.099; number 41, H, carries 0.117; number 42, H, carries 0.090; number 43, H, carries 0.083; number 44, H, carries 0.061; number 45, H, carries 0.128; number 46, H, carries 0.098; number 47, P, carries 0.851; number 48, P, carries 0.795; number 49, C, carries -0.432; number 50, C, carries -0.448; number 51, H, carries 0.074; number 52, H, carries 0.076; number 53, H, carries 0.075; number 54, H, carries 0.078; number 55, C, carries -0.333; number 56, H, carries 0.028; number 57, H, carries 0.036; number 58, H, carries 0.042; number 59, C, carries -0.304; number 60, H, carries 0.045; number 61, H, carries 0.029; number 62, H, carries 0.034; number 63, C, carries -0.263; number 64, H, carries 0.022; number 65, H, carries 0.040; number 66, H, carries 0.048; number 67, C, carries -0.269; number 68, H, carries 0.042; number 69, H, carries 0.050; number 70, H, carries 0.005; number 71, F, carries 0.163; number 72, C, carries -0.082; number 73, C, carries -0.110; number 74, F, carries 0.131; number 75, C, carries -0.077; number 76, F, carries 0.133; number 77, C, carries -0.238; number 78, O, carries 0.054; number 79, C, carries -0.081; number 80, F, carries 0.132; number 81, C, carries -0.110; number 82, F, carries 0.135